{"formula": "C30H55EuN4OP2S", "method": "ωB97M-V/def2-TZVPD", "mol_weight_g_mol": 733.78, "e_tot_ha": -3261.40653, "charge": 1, "e_homo_ev": [-8.03, -8.05], "s_squared": 15.761, "lumo_energy_ha": [-0.0968, -0.0963], "multiplicity": 8, "species": ["C", "C", "C", "C", "C", "H", "H", "H", "N", "P", "P", "C", "H", "H", "C", "O", "C", "H", "C", "C", "C", "C", "C", "H", "H", "H", "C", "H", "H", "H", "C", "H", "H", "H", "C", "H", "H", "H", "C", "H", "H", "H", "C", "H", "H", "H", "C", "H", "H", "H", "C", "H", "H", "H", "C", "H", "H", "H", "C", "H", "H", "H", "C", "H", "H", "H", "C", "H", "H", "H", "Eu", "N", "C", "C", "C", "C", "C", "H", "H", "H", "H", "H", "H", "H", "H", "H", "N", "C", "N", "S", "H", "H", "H", "H"], "positions_angstrom": [[-2.368, -1.562, -0.825], [-0.346, -2.522, -1.559], [-3.102, -2.612, -1.389], [-1.088, -3.383, -2.421], [-2.456, -3.473, -2.274], [-4.172, -2.710, -1.194], [-0.569, -3.917, -3.228], [-3.017, -4.210, -2.842], [-1.014, -1.555, -0.808], [-2.472, 1.184, 0.063], [2.097, -1.974, -0.167], [-3.194, -0.493, -0.076], [-4.170, -0.408, -0.581], [-3.416, -0.861, 0.941], [1.295, 3.193, 0.724], [1.583, 4.287, 0.930], [1.080, -2.652, -1.463], [1.592, -3.096, -2.325], [3.787, -1.083, -0.870], [2.250, -3.706, 0.726], [-3.143, 2.024, -1.561], [-3.349, 1.749, 1.658], [3.699, 0.464, -0.878], [3.530, 0.889, 0.126], [4.682, 0.831, -1.221], [2.948, 0.861, -1.589], [4.959, -1.501, 0.026], [4.788, -1.163, 1.059], [5.131, -2.587, 0.025], [5.882, -1.018, -0.337], [3.948, -1.541, -2.315], [4.904, -1.163, -2.714], [3.934, -2.630, -2.455], [3.136, -1.102, -2.907], [3.009, -3.534, 2.043], [2.520, -2.792, 2.685], [3.049, -4.477, 2.608], [4.040, -3.202, 1.890], [0.845, -4.272, 1.008], [0.188, -3.532, 1.478], [0.351, -4.610, 0.091], [0.889, -5.135, 1.690], [2.965, -4.574, -0.292], [2.322, -4.766, -1.151], [3.882, -4.126, -0.676], [3.231, -5.553, 0.118], [-3.040, 3.242, 1.874], [-3.491, 3.539, 2.834], [-1.956, 3.433, 1.921], [-3.469, 3.880, 1.085], [-2.746, 0.924, 2.814], [-3.055, -0.129, 2.787], [-1.646, 0.967, 2.845], [-3.143, 1.328, 3.757], [-4.869, 1.532, 1.650], [-5.154, 0.486, 1.487], [-5.234, 1.807, 2.650], [-5.397, 2.162, 0.927], [-3.125, 1.001, -2.714], [-3.905, 0.230, -2.616], [-3.298, 1.530, -3.666], [-2.148, 0.502, -2.795], [-2.148, 3.155, -1.891], [-1.116, 2.777, -1.988], [-2.440, 3.610, -2.851], [-2.169, 3.947, -1.129], [-4.558, 2.601, -1.417], [-5.318, 1.837, -1.190], [-4.614, 3.405, -0.670], [-4.841, 3.055, -2.383], [0.488, 0.483, -0.084], [0.791, 1.186, -2.681], [0.884, 1.219, -3.860], [0.928, 0.365, -5.166], [1.417, -1.076, -4.908], [-0.537, 0.159, -5.559], [1.831, 1.022, -6.212], [2.465, -1.081, -4.563], [0.749, -1.580, -4.169], [1.361, -1.640, -5.867], [-1.148, 1.072, -5.592], [-0.631, -0.368, -6.523], [-0.984, -0.514, -4.802], [1.375, 0.973, -7.202], [1.964, 2.082, -5.999], [2.823, 0.546, -6.270], [0.992, 2.330, 3.768], [1.102, 0.987, 3.774], [0.598, 0.335, 4.831], [1.919, 0.153, 2.518], [0.609, 2.838, 4.567], [1.475, 2.875, 3.064], [0.811, -0.651, 4.939], [0.188, 0.824, 5.613]], "forces_ev_per_a": [[-0.528, -1.103, 0.612], [1.829, 0.600, 0.326], [-0.360, 0.972, 0.368], [-0.589, 0.059, -0.633], [1.062, -0.262, -0.196], [0.301, 0.243, -0.220], [-0.147, -0.034, 0.674], [0.034, 0.132, 0.024], [-0.723, 0.412, -0.411], [-0.521, 0.015, -0.299], [-0.884, -0.031, 0.306], [0.066, -0.797, -0.206], [0.319, -0.097, 0.240], [0.226, 0.099, -0.380], [0.728, 3.351, 0.188], [-0.792, -3.237, -0.501], [-0.769, 1.627, -1.393], [-0.381, -0.305, 0.374], [-0.836, -1.411, 0.235], [0.880, 0.866, 0.047], [0.136, 0.044, 0.692], [0.087, 0.149, -0.708], [-0.178, -0.291, 0.152], [0.048, -0.164, -0.192], [-0.366, -0.002, 0.094], [0.276, -0.262, 0.264], [0.053, 0.143, -0.120], [0.105, -0.144, -0.196], [-0.096, 0.373, 0.007], [-0.200, -0.118, 0.111], [0.345, 0.201, -0.187], [-0.156, -0.066, -0.001], [-0.018, 0.272, 0.155], [0.272, -0.260, 0.219], [0.174, -0.185, 0.211], [0.007, -0.094, -0.135], [-0.008, 0.127, -0.191], [-0.140, -0.080, 0.003], [-0.173, 0.223, -0.161], [0.093, 0.023, -0.013], [0.140, 0.140, 0.162], [0.301, 0.235, -0.149], [0.282, -0.806, 0.019], [-0.011, 0.034, 0.070], [0.086, 0.008, 0.137], [-0.009, 0.002, 0.128], [-0.104, -0.058, 0.162], [0.191, 0.087, -0.267], [-0.257, -0.065, 0.006], [0.148, -0.240, 0.270], [-0.073, 0.071, 0.020], [0.149, 0.233, -0.073], [-0.256, 0.031, -0.024], [0.175, -0.019, -0.147], [-0.135, 0.131, 0.310], [0.121, 0.206, -0.024], [-0.059, -0.056, -0.170], [0.218, -0.193, 0.243], [0.116, -0.083, 0.075], [0.314, 0.255, -0.011], [-0.002, -0.079, 0.323], [-0.218, 0.031, 0.045], [-0.139, 0.004, -0.053], [-0.398, 0.151, 0.006], [0.154, -0.057, 0.240], [0.051, -0.175, -0.123], [-0.069, 0.191, -0.338], [0.316, 0.189, -0.046], [0.021, -0.296, -0.186], [0.061, -0.147, 0.251], [0.105, -0.785, -0.399], [0.210, 1.122, -3.194], [-0.056, -3.148, 2.923], [-0.133, 0.295, -0.128], [0.206, -0.151, 0.695], [-0.969, 0.085, 0.053], [-0.006, 0.425, -0.371], [-0.591, -0.160, -0.253], [0.726, 0.283, -0.406], [0.007, 0.541, 0.540], [0.294, -0.155, -0.108], [0.281, 0.321, 0.285], [0.013, 0.406, -0.313], [0.039, -0.173, 0.051], [0.123, 0.009, -0.063], [-0.400, 0.200, 0.163], [-0.382, 0.320, 0.379], [0.711, 0.128, -0.053], [0.126, -0.151, -0.160], [-0.571, 0.265, 0.633], [0.224, -0.294, -0.485], [-0.136, -0.417, 0.421], [-0.179, 0.385, -0.171], [0.070, -0.067, -0.048]], "lowdin_spin": [0.000, 0.000, 0.000, 0.000, 0.000, 0.000, 0.000, 0.000, -0.011, -0.004, -0.010, 0.001, 0.000, 0.000, 0.003, 0.003, -0.002, 0.000, 0.000, -0.003, -0.001, -0.001, 0.000, 0.000, 0.000, 0.000, 0.000, 0.000, 0.000, 0.000, 0.000, 0.000, 0.000, 0.000, 0.000, 0.000, 0.000, 0.000, 0.000, 0.000, 0.000, 0.000, -0.001, 0.000, 0.000, 0.000, 0.000, 0.000, 0.000, 0.000, 0.001, 0.000, 0.001, 0.000, 0.000, 0.000, 0.000, 0.000, 0.000, 0.000, 0.000, 0.000, 0.001, 0.001, 0.000, 0.000, 0.000, 0.000, 0.000, 0.000, 7.029, -0.006, 0.003, 0.000, 0.000, 0.000, 0.000, 0.000, 0.000, 0.000, 0.000, 0.000, 0.000, 0.000, 0.000, 0.000, 0.000, 0.000, -0.001, -0.004, 0.000, 0.000, 0.000, 0.000]}